{
  "formula": "C39H38F3Ge2N2O3RhS2Te",
  "method": "the ωB97M-V functional and the def2-TZVPD basis",
  "species": ["H", "C", "C", "C", "C", "H", "H", "C", "H", "C", "C", "C", "Ge", "H", "C", "C", "H", "H", "F", "H", "H", "C", "C", "C", "H", "Ge", "H", "H", "F", "C", "H", "H", "Te", "H", "C", "C", "C", "C", "H", "H", "O", "H", "C", "H", "H", "H", "N", "H", "H", "H", "H", "C", "Rh", "C", "H", "H", "C", "C", "H", "H", "C", "S", "C", "C", "H", "O", "H", "H", "C", "H", "C", "H", "N", "C", "O", "C", "C", "C", "H", "C", "C", "C", "C", "C", "H", "S", "H", "H", "C", "C", "F"],
  "coordinates": [[5.76742, 0.28899, -0.14777], [-0.15232, 5.02260, -3.76051], [0.64668, -0.22680, 4.81389], [-2.74884, 1.23473, -2.72083], [0.30827, 0.61966, -3.85921], [-0.09941, 0.55486, 4.70082], [2.56873, 2.06473, 2.20136], [1.37491, -1.21979, -4.97571], [-2.77619, 2.27589, -3.02306], [1.25424, 0.53035, -2.84359], [-0.86588, 5.57450, -1.53432], [-2.81891, -1.12906, -3.25969], [2.02950, -0.13302, 3.45153], [-2.97599, -1.59955, 1.86936], [-2.86916, 0.21731, -3.64588], [3.10128, -2.50445, -0.08901], [3.04784, -0.44574, -2.14025], [1.16444, -0.08192, 5.76611], [-2.57007, 4.07138, 3.23073], [6.30726, -1.95920, -1.02980], [-1.19617, 6.82227, -3.24582], [0.26864, 3.49891, -1.95696], [-1.44104, -4.40813, 0.82596], [2.81077, 1.63349, 3.17005], [-2.28891, -4.73971, 0.23979], [0.93724, -0.94754, 0.98183], [-0.38387, -0.23918, -5.69481], [1.67363, -3.27735, 2.80629], [-3.39620, 3.40949, 5.11477], [-3.77106, -0.32196, 3.41089], [3.12326, -2.01707, -4.02654], [-0.40799, 4.14520, -0.00771], [1.18972, 1.77395, -1.15813], [0.89293, 3.16929, -3.99500], [0.37345, -0.26124, -4.92511], [3.75629, -0.23504, 0.36984], [-2.61844, 0.90648, -1.37269], [-2.60042, 1.76094, 3.63975], [3.89352, 1.55888, 3.26752], [-0.06833, 5.27397, -4.80926], [-1.47184, -2.45805, -4.94639], [-3.09429, 1.90786, 0.38380], [3.44407, -1.42596, 3.79666], [-2.72978, -0.68160, 0.07248], [1.38630, -1.93091, -5.78945], [0.70278, -5.49401, 3.20972], [-2.40111, 1.89753, -0.35765], [-1.33904, 6.25836, -0.84184], [3.98900, -1.03087, 4.65920], [3.06231, -2.40675, 4.06845], [4.59758, -3.74446, -0.98576], [0.24591, -4.83180, 2.48595], [-0.65715, 0.73557, 0.26465], [2.28645, -0.39811, -2.90581], [0.16521, -1.20348, 4.82831], [3.54662, 0.75291, 0.75703], [-0.91338, -3.14083, 0.62385], [-2.61242, -0.43692, -0.96925], [-1.27562, -6.23718, 1.93107], [-2.76972, -2.49794, -1.66105], [0.20572, -2.70834, 1.33305], [-2.85338, -2.44442, -4.49016], [5.01967, -0.49308, -0.13554], [-2.88752, -0.66784, 2.41545], [-4.56879, -0.99416, 3.68905], [-3.24209, -3.60391, -3.71384], [-4.33891, 1.25540, 4.77044], [-1.35302, -2.49636, -0.12151], [2.33391, -1.27819, -3.98014], [2.41791, 2.30401, 3.93534], [0.78622, -3.57429, 2.26249], [2.36299, -3.29628, -0.08779], [-1.85669, 0.12017, 2.07112], [4.36427, -2.75917, -0.60421], [-3.80675, -1.96157, -5.46251], [5.32259, -1.75676, -0.62968], [-2.45756, 3.15029, 4.20360], [0.38523, 3.82564, -3.30183], [-0.49131, 1.34113, -3.80802], [-0.86613, -5.24918, 1.76766], [-1.68022, 1.28857, 2.69668], [-0.33387, 4.38195, -1.06426], [-2.72253, -1.45024, -1.92725], [-0.78206, 5.89136, -2.88294], [4.13086, -1.51399, 2.95811], [-0.27633, 2.10551, 2.08394], [-3.00893, 0.43947, -4.69698], [-2.28708, 2.83239, -0.73552], [2.77447, -1.23204, 0.39017], [-3.63401, 0.92839, 4.01812], [-1.25936, 3.32108, 4.78420]],
  "atomic_forces_ev_per_a": [[0.00, 0.00, 0.00], [0.02, -0.04, -0.01], [-0.08, -0.04, -0.07], [-0.05, 0.01, 0.09], [-0.03, -0.11, 0.04], [0.02, 0.01, 0.02], [0.02, -0.01, 0.00], [-0.01, -0.02, -0.05], [0.01, 0.01, -0.01], [0.08, 0.06, -0.12], [-0.02, 0.01, 0.04], [0.05, 0.15, 0.01], [0.15, 0.01, 0.03], [-0.01, -0.04, 0.06], [0.00, -0.08, 0.00], [-0.03, 0.00, -0.05], [0.02, 0.01, 0.02], [-0.01, -0.01, 0.02], [0.02, 0.01, 0.03], [0.00, 0.00, 0.00], [0.00, 0.00, 0.00], [0.05, -0.02, 0.00], [-0.01, 0.00, -0.02], [-0.04, 0.03, 0.00], [0.01, 0.00, 0.00], [0.10, 0.07, -0.15], [0.00, 0.00, -0.01], [0.00, -0.01, -0.01], [0.01, -0.01, 0.02], [0.00, 0.14, 0.10], [0.01, 0.01, 0.00], [0.05, 0.00, 0.01], [0.04, 0.02, -0.16], [0.00, -0.01, 0.00], [-0.05, 0.05, 0.01], [-0.02, 0.01, 0.05], [0.04, 0.07, 0.02], [0.13, -0.14, 0.16], [0.01, -0.01, 0.00], [0.00, 0.00, 0.00], [0.03, 0.03, 0.01], [-0.08, -0.01, -0.07], [-0.05, -0.05, 0.04], [-0.03, -0.06, -0.02], [0.00, 0.00, 0.00], [0.00, 0.00, 0.00], [0.05, -0.11, -0.12], [0.00, 0.00, 0.00], [0.03, 0.02, -0.01], [0.01, 0.00, 0.00], [0.00, 0.00, -0.01], [0.05, 0.01, 0.01], [-0.26, -0.35, 0.94], [0.02, -0.02, -0.04], [0.00, -0.01, -0.02], [-0.02, 0.03, -0.02], [0.00, 0.02, 0.03], [-0.01, -0.08, -0.07], [0.00, 0.00, 0.00], [-0.03, -0.01, 0.04], [-0.11, 0.01, 0.17], [-0.04, -0.10, -0.05], [0.01, -0.01, 0.00], [0.16, -0.08, -0.05], [0.00, -0.01, 0.01], [-0.02, 0.04, -0.02], [-0.02, 0.00, -0.02], [-0.01, 0.00, -0.04], [0.04, -0.01, 0.08], [0.01, 0.00, 0.00], [-0.01, 0.02, 0.00], [0.00, 0.00, 0.01], [-0.20, 0.07, -0.29], [0.00, -0.03, 0.00], [-0.02, 0.00, 0.01], [0.02, 0.02, 0.00], [-0.06, -0.02, -0.02], [0.01, 0.05, 0.00], [0.05, 0.02, -0.02], [-0.03, -0.04, -0.02], [-0.11, 0.30, 0.07], [-0.14, -0.07, -0.01], [0.07, 0.14, -0.12], [-0.01, 0.02, 0.00], [-0.01, 0.00, -0.02], [0.13, 0.18, -0.27], [-0.01, 0.01, -0.01], [0.03, 0.01, -0.01], [0.01, 0.02, 0.01], [-0.01, -0.13, -0.08], [0.05, 0.01, -0.01]],
  "mulliken_charge": [0.465, -0.685, -0.930, -1.160, -0.198, 0.130, 0.182, -0.639, 0.439, 0.932, -0.466, -0.446, 0.627, 0.402, -0.761, -0.939, 0.580, 0.536, -0.233, 0.425, 0.408, 1.108, -0.411, -1.069, 0.536, 1.031, 0.335, 0.232, -0.305, -1.421, 0.462, 0.472, 0.084, 0.582, -0.829, 0.256, 1.313, -0.079, 0.474, 0.436, -0.570, 0.405, -1.103, 1.173, 0.411, 0.450, -0.378, 0.459, 0.492, 0.403, 0.452, -0.715, -0.143, -0.558, 0.329, -0.104, 0.226, -0.407, 0.399, 0.905, 0.068, 1.244, -0.887, -0.428, 0.478, -0.712, 0.573, -0.327, -0.734, 0.441, 0.168, 0.454, 0.978, -0.839, -0.699, -0.640, 0.512, -0.519, 0.463, -0.695, 0.683, -1.059, -1.591, -0.649, 0.266, -0.415, 0.478, 0.153, 0.849, -0.404, -0.212],
  "multiplicity": 2,
  "homo_lumo_gap_ev": [5.778, 4.282],
  "total_charge": 1,
  "molar_mass_g_mol": 1079.60,
  "homo_energy_ev": [-10.12, -10.12],
  "s_squared": 0.75,
  "relative_energy_ev": 0.0000
}